2 unconnected molecules or ions with the total composition C2H8OS2 in a non-equilibrium geometry. Source: the Open Molecules 2025 dataset; level of theory: wB97M-V/def2-TZVPD.

XYZ file:
```
13
C2H8OS2, DFT wB97M-V/def2-TZVPD
C 0.2690 -1.0330 1.7123
S 0.9420 0.1478 0.4691
S -0.3562 1.6998 0.4592
C -1.3499 1.3000 -1.1405
H -0.2246 -0.3848 2.4300
H 1.1203 -1.4938 2.2098
H -0.3060 -1.7727 1.1843
H -2.2560 0.8268 -0.7973
H -0.5657 0.9756 -1.8068
H -1.5482 2.3345 -1.4352
H 0.5557 -2.3710 -2.2512
H -0.5210 -3.2268 -2.4566
O 0.3424 -3.2877 -2.0361
```

Properties
Charge: 0
SMILES string: CSSC.O
Max |F|, Eh/bohr: 0.069
M, g mol⁻¹: 112.2
Energy above the lowest of the compared OMol25 structures with the same formula, charge and spin, kJ/mol: 75.9
E_tot, hartree: -952.58465

=====

2 unconnected molecules or ions with the total composition C2H8OS2 in a non-equilibrium geometry. Source: the Open Molecules 2025 dataset; level of theory: wB97M-V/def2-TZVPD.

XYZ file:
```
13
C2H8OS2, DFT wB97M-V/def2-TZVPD
S -2.2802 -0.1442 1.9878
S -0.5699 0.3012 3.0630
H -1.6126 -0.0054 0.8394
H -0.4678 -0.8059 3.7952
C 0.6614 0.3745 -0.5520
O -0.6188 1.0183 -0.6290
C 0.8261 -0.6737 -1.6652
H 0.6657 -0.1728 0.3995
H 1.4869 1.0698 -0.4634
H -0.4791 1.8911 -0.9832
H 1.6854 -0.5357 -2.3147
H -0.1527 -0.6087 -2.1587
H 0.8556 -1.7084 -1.3187
```

Properties
Charge: 0
SMILES string: CCO.SS
Max |F|, Eh/bohr: 0.032
M, g mol⁻¹: 112.2
Energy above the lowest of the compared OMol25 structures with the same formula, charge and spin, kJ/mol: 91.9
E_tot, hartree: -952.57854

=====

2 unconnected molecules or ions with the total composition C2H8OS2 in a non-equilibrium geometry. Source: the Open Molecules 2025 dataset; level of theory: wB97M-V/def2-TZVPD.

XYZ file:
```
13
C2H8OS2, DFT wB97M-V/def2-TZVPD
C 1.6872 0.1583 1.0582
S 0.2856 1.0610 1.7145
S -0.8952 1.4065 0.0241
C -1.8800 -0.1299 0.1105
H 1.3760 -0.8016 0.6403
H 2.0514 0.6592 0.1601
H 2.4051 0.0498 1.8813
H -2.2725 -0.3216 -0.8836
H -1.2415 -0.9370 0.4569
H -2.6953 -0.0402 0.8245
H 0.6316 -0.4315 -2.7470
H -0.0345 -0.0045 -1.4255
O 0.5822 -0.6686 -1.8143
```

Properties
Charge: 0
SMILES string: CSSC.O
Max |F|, Eh/bohr: 0.022
M, g mol⁻¹: 112.2
Energy above the lowest of the compared OMol25 structures with the same formula, charge and spin, kJ/mol: 25.3
E_tot, hartree: -952.60392

=====

2 unconnected molecules or ions with the total composition C2H8OS2 in a non-equilibrium geometry. Source: the Open Molecules 2025 dataset; level of theory: wB97M-V/def2-TZVPD.

XYZ file:
```
13
C2H8OS2, DFT wB97M-V/def2-TZVPD
C 0.6221 0.5789 1.2371
S -1.0995 -0.0145 1.2646
S -2.1654 0.9766 -0.2596
C -1.5867 -0.0212 -1.5703
H 0.6596 1.4285 1.9373
H 1.3448 -0.2903 1.5608
H 0.9127 0.9683 0.1375
H -1.9211 0.5295 -2.5174
H -0.4183 -0.1989 -1.6631
H -1.9566 -1.1472 -1.5943
H 6.0922 -1.9067 -0.3152
H 6.5024 -2.5641 -1.6377
O 5.8513 -1.9450 -1.2485
```

Properties
Charge: +1
Max |F|, Eh/bohr: 0.082
M, g mol⁻¹: 112.2
Energy above the lowest of the compared OMol25 structures with the same formula, charge and spin, kJ/mol: 133.6
<S²>: 0.76
Multiplicity: 2
E_tot, hartree: -952.25396

=====

2 unconnected molecules or ions with the total composition C2H8S. Source: the Open Molecules 2025 dataset; level of theory: wB97M-V/def2-TZVPD.

XYZ file:
```
11
C2H8S, DFT wB97M-V/def2-TZVPD
S -1.0031 -2.1240 -1.4788
H -0.3455 -1.1724 -0.8576
H -0.4501 -1.7710 -2.6469
C 0.5969 2.3328 0.8824
C 1.3304 1.8341 2.1243
H 0.8891 1.7159 0.0317
H 0.7966 3.3732 0.6605
H -0.4870 2.2885 0.9538
H 2.0537 1.0737 1.8537
H 1.8470 2.6147 2.6931
H 0.6625 1.4289 2.8815
```

Properties
Charge: 0
SMILES string: CC.S
Max |F|, Eh/bohr: 0.015
M, g mol⁻¹: 64.2
Energy above the lowest of the compared OMol25 structures with the same formula, charge and spin, kJ/mol: 14.5
E_tot, hartree: -479.16009

=====

2 unconnected molecules or ions with the total composition C2H8S2 in a non-equilibrium geometry. Source: the Open Molecules 2025 dataset; level of theory: wB97M-V/def2-TZVPD.

XYZ file:
```
12
C2H8S2, DFT wB97M-V/def2-TZVPD
S -2.3858 2.3653 3.1765
H -1.2707 2.9917 3.1862
H -2.6154 1.5918 2.0840
C 0.1122 -2.3211 -1.2617
C 0.6253 -0.9949 -1.0857
S 2.2181 -0.7737 -2.0888
H -0.0819 -2.7632 -2.1709
H -0.9473 -2.5669 -0.7794
H 0.6222 -3.0734 -0.6816
H -0.1260 -0.2633 -1.3286
H 0.8566 -0.7596 -0.1216
H 1.8219 -0.7256 -3.5068
```

Properties
Charge: 0
SMILES string: CCS.S
Max |F|, Eh/bohr: 0.118
M, g mol⁻¹: 96.2
Energy above the lowest of the compared OMol25 structures with the same formula, charge and spin, kJ/mol: 160.0
E_tot, hartree: -877.29778

=====

2 unconnected molecules or ions with the total composition C2H8S2 in a non-equilibrium geometry. Source: the Open Molecules 2025 dataset; level of theory: wB97M-V/def2-TZVPD.

XYZ file:
```
12
C2H8S2, DFT wB97M-V/def2-TZVPD
S -2.8864 -0.3775 0.2423
S -1.8446 -1.6280 1.5530
H -4.0163 -1.0729 0.4052
H -0.7151 -1.5771 0.8425
C 1.0596 -0.1759 -0.5065
C 1.2074 1.3331 -0.2648
H 1.0887 -0.7036 0.4419
H 1.9673 -0.4873 -1.0230
H 0.2258 -0.4690 -1.1379
H 1.6758 1.8159 -1.1147
H 0.2891 1.8382 0.0311
H 1.9485 1.5041 0.5309
```

Properties
Charge: 0
SMILES string: CC.SS
Max |F|, Eh/bohr: 0.021
M, g mol⁻¹: 96.2
Energy above the lowest of the compared OMol25 structures with the same formula, charge and spin, kJ/mol: 34.4
E_tot, hartree: -877.34561

=====

2 unconnected molecules or ions with the total composition C2H8S2 in a non-equilibrium geometry. Source: the Open Molecules 2025 dataset; level of theory: wB97M-V/def2-TZVPD.

XYZ file:
```
12
C2H8S2, DFT wB97M-V/def2-TZVPD
C -1.1489 -1.3388 0.5102
S -1.9271 -1.5839 2.1880
H -1.4114 -0.4113 0.0130
H -1.5130 -2.1564 -0.1024
H -0.0842 -1.3787 0.7069
H -1.5320 -2.8751 2.2804
C 1.5207 1.3176 -1.1734
S 1.1717 2.8602 -0.2176
H 2.3720 1.5519 -1.8137
H 0.7950 0.9258 -1.8778
H 1.8480 0.5885 -0.4456
H -0.0908 2.5001 -0.0680
```

Properties
Charge: 0
SMILES string: CS.CS
Max |F|, Eh/bohr: 0.027
M, g mol⁻¹: 96.2
Energy above the lowest of the compared OMol25 structures with the same formula, charge and spin, kJ/mol: 60.1
E_tot, hartree: -877.33582

=====

2 unconnected molecules or ions with the total composition C2H8S2 in a non-equilibrium geometry. Source: the Open Molecules 2025 dataset; level of theory: wB97M-V/def2-TZVPD.

XYZ file:
```
12
C2H8S2, DFT wB97M-V/def2-TZVPD
S 4.2530 -1.7267 -0.8154
C 2.7633 -2.1936 -1.8219
H 4.2409 -0.4262 -1.1775
H 1.9183 -1.5027 -1.6632
H 2.4018 -3.2274 -1.6907
H 3.1242 -2.0759 -2.8575
S -3.6446 1.1226 0.6195
C -2.7909 2.1931 1.7846
H -4.4534 0.5625 1.5440
H -1.9281 2.6584 1.2790
H -2.4236 1.6236 2.6549
H -3.4608 2.9922 2.1443
```

Properties
Charge: 0
SMILES string: CS.CS
Max |F|, Eh/bohr: 0.020
M, g mol⁻¹: 96.2
Energy above the lowest of the compared OMol25 structures with the same formula, charge and spin, kJ/mol: 48.1
E_tot, hartree: -877.34040

=====

2 unconnected molecules or ions with the total composition C2H8S3 in a non-equilibrium geometry. Source: the Open Molecules 2025 dataset; level of theory: wB97M-V/def2-TZVPD.

XYZ file:
```
13
C2H8S3, DFT wB97M-V/def2-TZVPD
C -1.7677 -1.0518 2.1031
S -3.1216 -1.3937 0.9472
H -1.9468 -0.1390 2.6733
H -1.5423 -1.8887 2.7476
H -0.8819 -0.7950 1.5160
H -3.2285 -0.1350 0.5056
C 0.8366 -0.1496 -2.1309
S 1.9269 1.1821 -1.5061
S 1.8693 0.8572 0.5714
H -0.2061 0.0257 -1.9017
H 1.1785 -1.0841 -1.6861
H 1.1589 -0.1429 -3.1645
H 1.5728 -0.4387 0.4794
```

Properties
Charge: 0
SMILES string: CSS.CS
Max |F|, Eh/bohr: 0.028
M, g mol⁻¹: 128.3
Energy above the lowest of the compared OMol25 structures with the same formula, charge and spin, kJ/mol: 54.2
E_tot, hartree: -1275.52618

=====

2 unconnected molecules or ions with the total composition C2H8S3. Source: the Open Molecules 2025 dataset; level of theory: wB97M-V/def2-TZVPD.

XYZ file:
```
13
C2H8S3, DFT wB97M-V/def2-TZVPD
C -4.7454 -2.5605 -1.6733
S -5.8473 -3.9957 -1.7919
H -5.0595 -1.8564 -0.9094
H -3.7483 -2.8573 -1.3404
H -4.6884 -2.0583 -2.6378
H -5.4984 -4.2939 -3.0435
C 4.2742 0.6529 1.0557
S 3.7049 2.1237 1.9503
S 2.7975 3.1463 0.4074
H 5.2131 0.9005 0.5690
H 3.5148 0.3341 0.3469
H 4.3429 -0.1797 1.7523
H 1.5814 3.3715 0.9272
```

Properties
Charge: 0
SMILES string: CSS.CS
Max |F|, Eh/bohr: 0.013
M, g mol⁻¹: 128.3
Energy above the lowest of the compared OMol25 structures with the same formula, charge and spin, kJ/mol: 39.4
E_tot, hartree: -1275.53183

=====

2 unconnected molecules or ions with the total composition C2H8Si2 in a non-equilibrium geometry. Source: the Open Molecules 2025 dataset; level of theory: wB97M-V/def2-TZVPD.

XYZ file:
```
12
C2H8Si2, DFT wB97M-V/def2-TZVPD
C -0.5956 -1.4887 -0.0612
C -0.6493 -0.3304 0.5770
Si -1.5962 1.1900 0.0104
Si 2.9893 0.5080 0.0787
H -0.0271 -2.3300 0.3088
H -1.1241 -1.6543 -0.9861
H -0.0913 -0.2353 1.5015
H -0.6333 2.2653 -0.2503
H -2.3559 0.8946 -1.2078
H -2.5195 1.5944 1.0760
H 3.6825 0.5587 -1.2345
H 2.9204 -0.9723 0.1873
```

Properties
Charge: 0
Max |F|, Eh/bohr: 0.020
M, g mol⁻¹: 88.3
Energy above the lowest of the compared OMol25 structures with the same formula, charge and spin, kJ/mol: 189.1
E_tot, hartree: -659.83304